ORCA calculation (wB97M-V/def2-TZVPD) on a 2-piece molecular cluster, H3S3 overall in a non-equilibrium geometry.

XYZ file:
```
6
Properties=species:S:1:pos:R:3:forces:R:3
S -0.032 0.573 -1.980 -0.0101 -1.2175 0.6358
H -0.914 1.526 -2.120 -0.5140 0.8473 -0.1949
S 0.865 -0.868 2.122 -0.9043 -0.9501 -0.1176
S -1.309 -0.715 -0.820 0.5678 0.3702 -0.3305
H 1.417 0.249 1.769 0.6749 1.1645 -0.2619
H -0.028 -0.765 1.028 0.1857 -0.2145 0.2692
```
Forces are in eV/Å.

Properties
Strongest force on any atom, hartree/bohr: 0.02671
ΔE to the lowest compared entry with this formula, charge and spin, eV: 0.124
Energy, eV: -32555.7136
Net charge: -1